[1]
C4H7LiO2Pb as an isolated structure, computed with ωB97M-V/def2-TZVPD.

Structure (XYZ):
```
15
C4H7LiO2Pb (ωB97M-V/def2-TZVPD)
H 2.449 0.298 -3.662
C 0.035 -0.205 0.761
C -0.173 0.037 -0.686
C 1.147 0.087 -1.465
C 0.932 0.224 -2.959
O 0.826 -0.861 -3.658
O -0.661 0.307 1.630
Pb -0.937 0.325 3.838
Li 2.078 -1.603 -4.758
H 0.861 -0.879 1.055
H -0.761 -0.829 -1.043
H -0.773 0.945 -0.825
H 1.766 -0.799 -1.264
H 1.737 0.965 -1.153
H 0.182 1.017 -3.176
```

LUMO (alpha / beta), eV: -5.4106 / -5.3165
Multiplicity: 2
ΔE to the lowest compared entry with this formula, charge and spin, kJ/mol: 4.1
Charge: +1
Expectation value of S²: 0.753

***

[2]
A single C5H9NO molecule, computed with ωB97M-V/def2-TZVPD.

Structure (XYZ):
```
16
C5H9NO (ωB97M-V/def2-TZVPD)
C -1.413 0.285 -1.604
C 0.133 0.387 -0.834
C 0.377 -1.090 -0.818
O -0.173 -1.948 -1.462
N 1.106 -1.150 0.342
C 0.928 0.285 0.645
C 0.296 0.578 1.989
H -1.552 -0.546 -2.350
H -1.500 1.191 -2.186
H -2.245 0.132 -0.912
H 0.741 1.062 -1.446
H 0.950 -1.899 1.005
H 1.936 0.753 0.630
H -0.709 0.157 2.019
H 0.246 1.656 2.165
H 0.880 0.146 2.817
```

LUMO, eV: 0.8739
Multiplicity: 1
ΔE to the lowest compared entry with this formula, charge and spin, kJ/mol: 259.2
SMILES: C[C@@H]1C(=O)N[C@@H]1C

***

[3]
A 2-piece molecular cluster, C11H17N2 overall, computed with ωB97M-V/def2-TZVPD.

Structure (XYZ):
```
30
C11H17N2 (ωB97M-V/def2-TZVPD)
C 2.656 1.423 0.145
C 1.402 2.222 0.372
N 2.501 0.043 -0.565
H 3.453 1.824 -0.503
H 3.217 1.134 1.055
H 1.591 3.188 0.841
H 0.679 1.567 0.824
H 2.588 0.087 -1.580
H 3.289 -0.485 -0.198
H 1.649 -0.451 -0.288
H 1.004 2.563 -0.600
C -0.919 1.388 -1.601
C -1.051 -0.398 0.227
C -0.649 0.042 -1.079
C -0.956 -1.827 0.151
C -0.252 -1.025 -1.855
C -2.522 -0.626 2.137
C -2.075 -1.966 2.205
C -1.936 0.192 1.164
C -1.355 -2.602 1.201
N -0.389 -2.158 -1.049
H -3.118 -0.239 2.935
H -2.422 -2.604 3.034
H -2.016 1.279 1.238
H -1.172 -3.665 1.372
H -0.236 1.505 -2.444
H -1.013 2.254 -0.931
H 0.151 -1.193 -2.843
H -0.187 -3.091 -1.362
H -1.913 1.619 -2.003
```

LUMO, eV: -3.2897
Multiplicity: 1
ΔE to the lowest compared entry with this formula, charge and spin, kJ/mol: 128.6
Charge: +1

***

[4]
A single C18H25NO5 molecule, computed with ωB97M-V/def2-TZVPD.

Structure (XYZ):
```
49
C18H25NO5 (ωB97M-V/def2-TZVPD)
C -0.285 -2.786 -2.023
C 1.097 -2.184 -1.798
C 0.995 -0.744 -1.299
C 2.351 -0.078 -1.066
C 3.107 -0.596 0.163
C 2.471 -0.252 1.518
C 2.450 1.243 1.858
C 1.541 2.120 1.013
O 1.929 3.142 0.491
N 0.257 1.656 0.966
C -0.814 2.113 0.222
C -0.763 3.317 -0.484
C -1.848 3.751 -1.216
C -3.015 2.999 -1.264
C -3.083 1.807 -0.577
C -1.997 1.340 0.170
C -2.112 0.049 0.866
O -1.235 -0.467 1.543
O -3.291 -0.545 0.686
C -3.471 -1.809 1.324
C -4.875 -2.297 1.025
C 4.557 -0.153 0.090
O 5.121 0.225 -0.901
O 5.199 -0.278 1.262
H -0.208 -3.812 -2.375
H -0.837 -2.208 -2.761
H -0.853 -2.783 -1.094
H 1.634 -2.795 -1.069
H 1.663 -2.206 -2.731
H 0.405 -0.733 -0.382
H 0.450 -0.156 -2.041
H 2.983 -0.243 -1.940
H 2.218 0.999 -0.972
H 3.154 -1.691 0.102
H 3.051 -0.754 2.295
H 1.464 -0.669 1.548
H 2.122 1.353 2.896
H 3.456 1.656 1.782
H 0.055 0.788 1.460
H 0.142 3.899 -0.448
H -1.785 4.685 -1.754
H -3.863 3.344 -1.835
H -3.981 1.211 -0.609
H -3.309 -1.689 2.401
H -2.716 -2.507 0.945
H -5.014 -2.401 -0.048
H -5.607 -1.589 1.404
H -5.034 -3.261 1.498
H 6.126 -0.011 1.159
```

LUMO, eV: 0.2883
Multiplicity: 1
ΔE to the lowest compared entry with this formula, charge and spin, kJ/mol: 8.6
SMILES: CCCC[C@H](CCC(=O)Nc1ccccc1C(=O)OCC)C(=O)O

***

[5]
C21H23MoN5 as an isolated structure, computed with ωB97M-V/def2-TZVPD.

Structure (XYZ):
```
50
C21H23MoN5 (ωB97M-V/def2-TZVPD)
Mo 0.115 -0.245 -0.439
C -0.841 0.270 2.355
C -0.773 1.781 2.114
C -1.185 2.299 0.763
C -1.707 3.591 0.690
C -2.155 4.109 -0.514
C -2.146 3.269 -1.630
C -1.584 2.018 -1.513
N -1.052 1.539 -0.352
N 0.258 -0.522 1.742
C 0.023 -1.964 2.041
C -1.042 -2.499 1.131
C -1.884 -3.552 1.451
C -2.808 -3.989 0.506
C -2.880 -3.325 -0.721
C -2.012 -2.281 -0.970
N -1.088 -1.874 -0.069
C 1.571 -0.148 2.324
C 2.585 0.076 1.245
C 3.910 0.357 1.548
C 4.803 0.624 0.518
C 4.336 0.581 -0.796
C 3.011 0.278 -1.031
N 2.124 0.039 -0.029
H -1.802 -0.110 1.976
H -0.831 0.111 3.442
H 0.208 2.206 2.367
H -1.467 2.225 2.838
H -1.770 4.193 1.586
H -2.511 5.129 -0.579
H -2.560 3.588 -2.576
H -1.574 1.352 -2.375
H -0.257 -2.114 3.094
H 0.948 -2.540 1.865
H -1.825 -4.034 2.419
H -3.458 -4.828 0.719
H -3.596 -3.618 -1.477
H -2.034 -1.750 -1.923
H 1.937 -0.916 3.018
H 1.495 0.760 2.934
H 4.239 0.369 2.578
H 5.838 0.859 0.732
H 4.996 0.769 -1.631
H 2.638 0.216 -2.053
C 0.322 -0.400 -5.007
C 0.253 -0.381 -3.620
N 0.194 -0.317 -2.452
H -0.623 -0.708 -5.476
H 1.094 -1.097 -5.363
H 0.566 0.600 -5.396
```

LUMO (alpha / beta), eV: -15.2708 / -15.0890
Multiplicity: 3
ΔE to the lowest compared entry with this formula, charge and spin, kJ/mol: 16.4
Charge: +4
Expectation value of S²: 2.020

***

[6]
A 5-piece molecular cluster, C30H63FN5O5 overall, computed with ωB97M-V/def2-TZVPD.

Structure (XYZ):
```
104
C30H63FN5O5 (ωB97M-V/def2-TZVPD)
C 3.132 -4.678 1.639
O 3.706 -3.597 0.921
C 2.833 -2.950 0.012
C 2.492 -1.545 0.478
C 1.863 -1.502 1.871
C 1.279 -0.135 2.216
C 0.205 0.386 1.243
C -1.119 0.767 1.925
C -1.995 1.577 0.973
C -3.384 1.895 1.541
C -4.342 0.683 1.486
C -5.629 0.930 0.672
C -6.105 -0.273 -0.173
C -7.268 -1.116 0.418
C -6.847 -2.447 1.039
C -8.077 -3.386 1.079
C -9.353 -2.788 1.600
N -10.383 -2.489 0.905
C -6.295 -2.162 2.442
C -6.082 -3.339 3.358
F -7.280 -3.854 3.887
H 2.068 -4.514 1.824
H 3.620 -4.734 2.612
H 3.281 -5.625 1.119
H 1.926 -3.540 -0.148
H 3.349 -2.886 -0.952
H 3.417 -0.962 0.497
H 1.823 -1.082 -0.249
H 1.094 -2.279 1.948
H 2.636 -1.756 2.599
H 2.104 0.576 2.212
H 0.854 -0.132 3.221
H 0.556 1.251 0.677
H -0.052 -0.385 0.509
H -0.925 1.347 2.833
H -1.616 -0.160 2.221
H -2.107 0.973 0.064
H -1.454 2.491 0.714
H -3.808 2.744 1.004
H -3.235 2.176 2.588
H -4.612 0.382 2.498
H -3.811 -0.161 1.042
H -6.437 1.238 1.337
H -5.424 1.752 -0.019
H -5.284 -0.952 -0.407
H -6.452 0.139 -1.128
H -7.780 -0.470 1.161
H -7.961 -1.333 -0.399
H -7.861 -4.294 1.645
H -8.290 -3.719 0.052
H -9.427 -2.541 2.660
H -10.213 -2.754 -0.068
H -5.292 -1.737 2.312
H -6.868 -1.384 2.999
H -5.496 -3.030 4.231
H -5.535 -4.144 2.864
C -0.075 3.422 -1.529
O 0.151 3.706 -0.368
N 0.814 3.533 -2.531
C 0.485 3.168 -3.893
C 2.146 4.033 -2.239
H -1.052 3.027 -1.855
H 1.145 2.370 -4.242
H 0.597 4.032 -4.551
H -0.544 2.815 -3.941
H 2.633 3.388 -1.504
H 2.086 5.039 -1.827
H 2.727 4.058 -3.152
C 2.935 7.004 -5.158
O 2.505 6.130 -4.429
N 3.952 6.837 -6.023
C 4.430 7.910 -6.871
C 4.586 5.531 -6.100
H 2.517 8.024 -5.169
H 4.329 7.638 -7.923
H 5.480 8.123 -6.662
H 3.848 8.810 -6.686
H 3.856 4.772 -6.384
H 5.001 5.254 -5.130
H 5.383 5.561 -6.839
C 4.871 -8.346 0.716
O 3.944 -7.783 1.261
N 5.099 -8.316 -0.612
C 6.217 -9.003 -1.220
C 4.183 -7.559 -1.450
H 5.621 -8.933 1.274
H 6.868 -8.292 -1.734
H 5.865 -9.743 -1.942
H 6.796 -9.513 -0.453
H 4.171 -6.511 -1.148
H 3.170 -7.950 -1.352
H 4.501 -7.632 -2.487
C 4.312 2.576 3.394
O 3.952 1.419 3.327
N 3.493 3.635 3.236
C 3.969 4.997 3.333
C 2.083 3.392 2.951
H 5.361 2.863 3.589
H 3.450 5.526 4.136
H 3.796 5.530 2.396
H 5.036 5.000 3.546
H 1.631 2.811 3.756
H 1.970 2.830 2.025
H 1.567 4.343 2.853
```

LUMO, eV: 1.4029
Multiplicity: 1
Charge: -1

***

[7]
A 11-piece molecular cluster, C62H66O overall, computed with ωB97M-V/def2-TZVPD.

Structure (XYZ):
```
129
C62H66O (ωB97M-V/def2-TZVPD)
C -4.677 1.911 0.550
C -5.310 1.105 -0.413
C -5.977 1.695 -1.517
C -6.054 3.101 -1.649
C -5.499 3.896 -0.602
C -4.836 3.284 0.467
H -4.137 1.453 1.363
H -5.183 0.021 -0.394
H -6.487 1.058 -2.305
H -6.676 3.550 -2.383
H -5.540 4.952 -0.679
H -4.437 3.909 1.231
C -1.969 1.347 -3.765
C -1.437 0.278 -4.471
C -0.515 0.584 -5.454
C -0.168 1.874 -5.683
C -0.805 2.910 -5.062
C -1.666 2.657 -3.993
H -2.754 1.143 -3.070
H -1.664 -0.708 -4.194
H 0.113 -0.177 -5.897
H 0.583 2.144 -6.458
H -0.577 3.899 -5.410
H -2.038 3.458 -3.380
C 0.565 5.829 -3.793
C 1.234 4.826 -3.010
C 2.378 4.193 -3.530
C 2.787 4.512 -4.853
C 2.058 5.375 -5.649
C 0.911 6.009 -5.118
H -0.399 6.282 -3.317
H 0.909 4.636 -1.969
H 2.950 3.431 -2.982
H 3.739 4.053 -5.196
H 2.285 5.558 -6.714
H 0.379 6.676 -5.751
C 2.087 -3.080 0.004
C 3.046 -4.013 0.199
C 4.265 -3.640 0.736
C 4.398 -2.398 1.305
C 3.393 -1.386 1.086
C 2.270 -1.758 0.421
H 1.185 -3.257 -0.621
H 2.877 -5.028 -0.187
H 5.069 -4.326 0.749
H 5.301 -2.028 1.766
H 3.530 -0.396 1.460
H 1.438 -1.067 0.222
C 2.568 2.857 4.821
C 1.408 2.164 4.417
C 1.394 1.597 3.182
C 2.372 1.921 2.271
C 3.413 2.736 2.580
C 3.568 3.134 3.938
H 2.770 3.059 5.854
H 0.617 2.034 5.102
H 0.516 1.052 2.826
H 2.205 1.618 1.218
H 4.100 2.937 1.773
H 4.427 3.677 4.241
C 1.104 -6.273 3.391
C 0.240 -5.144 3.242
C -0.440 -4.993 2.093
C -0.375 -6.009 1.174
C 0.467 -7.118 1.282
C 1.295 -7.135 2.370
H 1.640 -6.278 4.342
H 0.082 -4.480 4.088
H -1.081 -4.112 1.966
H -0.908 -5.923 0.242
H 0.609 -7.819 0.479
H 2.033 -7.925 2.501
C -4.599 -4.843 -1.219
C -3.861 -5.123 -0.086
C -3.949 -4.414 1.140
C -4.875 -3.381 1.142
C -5.732 -3.148 0.010
C -5.528 -3.813 -1.144
H -4.487 -5.438 -2.061
H -3.203 -6.023 -0.148
H -3.487 -4.735 2.083
H -5.117 -2.875 2.099
H -6.313 -2.243 -0.018
H -6.147 -3.476 -2.038
C 2.013 -1.061 6.758
C 2.735 -1.639 5.692
C 2.055 -1.875 4.504
C 0.714 -1.526 4.396
C 0.016 -0.947 5.454
C 0.620 -0.839 6.677
H 2.381 -0.777 7.766
H 3.836 -1.857 5.759
H 2.551 -2.342 3.670
H 0.207 -1.720 3.475
H -1.010 -0.530 5.247
H 0.134 -0.653 7.666
C 3.415 0.165 -5.110
C 3.130 -0.586 -3.998
C 4.120 -1.033 -3.158
C 5.463 -0.824 -3.501
C 5.728 0.087 -4.590
C 4.715 0.587 -5.392
H 2.564 0.465 -5.709
H 2.093 -0.911 -3.872
H 3.926 -1.607 -2.230
H 6.205 -1.351 -2.934
H 6.724 0.371 -4.679
H 4.816 1.175 -6.284
C -1.315 0.169 1.300
C -0.560 0.692 0.249
C -0.617 0.112 -1.008
C -1.411 -1.016 -1.270
C -2.126 -1.532 -0.178
C -2.119 -0.942 1.089
H -1.427 0.696 2.251
H -0.020 1.619 0.418
H -0.103 0.587 -1.791
H -1.527 -1.365 -2.289
H -2.736 -2.442 -0.390
H -2.808 -1.220 1.942
C -0.966 4.255 1.642
C -1.359 4.796 3.032
O -1.295 3.764 3.988
H -1.569 3.406 1.437
H 0.066 4.012 1.456
H -1.287 4.991 0.859
H -2.451 5.034 2.975
H -0.833 5.705 3.420
H -0.362 3.495 4.013
```

LUMO, eV: 0.5847
Multiplicity: 1
ΔE to the lowest compared entry with this formula, charge and spin, kJ/mol: 303.9
SMILES: c1ccccc1.c1ccccc1.c1ccccc1.c1ccccc1.c1ccccc1.c1ccccc1.c1ccccc1.c1ccccc1.c1ccccc1.c1ccccc1.CCO

***

[8]
C19H43N2O2P3Pb as an isolated structure, computed with ωB97M-V/def2-TZVPD.

Structure (XYZ):
```
70
C19H43N2O2P3Pb (ωB97M-V/def2-TZVPD)
Pb -0.039 -0.133 -1.912
P 0.294 -2.862 -2.368
P 2.468 -0.123 -0.258
P -2.950 0.194 -1.444
H 1.998 4.601 -1.091
C 0.911 4.686 -0.926
C 0.346 4.381 0.245
H 0.945 4.113 1.133
C 1.055 -2.842 -4.078
C 1.452 -3.841 -1.393
C -1.157 -3.910 -2.500
C 2.620 1.432 0.696
C 2.709 -1.358 1.077
C 4.095 -0.192 -1.105
C -3.067 1.853 -0.668
C -4.270 -0.717 -0.551
C -3.734 0.511 -3.072
H 0.294 4.893 -1.820
H -0.745 4.441 0.401
H 1.318 -3.858 -4.251
H 1.934 -2.179 -4.052
H 0.310 -2.449 -4.779
H 1.663 -4.768 -1.955
H 1.007 -4.118 -0.424
H 2.398 -3.322 -1.202
H -0.907 -4.754 -3.164
H -2.017 -3.364 -2.908
H -1.437 -4.313 -1.513
H 3.679 1.695 0.826
H 2.151 1.292 1.679
H 2.100 2.252 0.184
H 3.758 -1.370 1.404
H 2.420 -2.355 0.723
H 2.056 -1.103 1.921
H 4.917 -0.161 -0.375
H 4.180 0.663 -1.789
H 4.167 -1.120 -1.689
H -3.836 2.459 -1.167
H -2.098 2.370 -0.740
H -3.313 1.745 0.397
H -5.268 -0.345 -0.826
H -4.132 -0.616 0.534
H -4.209 -1.785 -0.805
H -4.506 1.287 -2.978
H -4.191 -0.415 -3.449
H -2.982 0.845 -3.799
C -0.062 0.873 -4.956
C 0.551 0.099 -5.950
C 0.248 0.507 -7.225
C -0.615 1.601 -7.462
C -1.183 2.338 -6.434
C -0.921 1.993 -5.151
O 0.179 0.881 -3.689
H 0.562 -1.501 -2.795
H 1.214 -0.731 -5.656
H 0.653 -0.028 -8.060
H -0.868 1.877 -8.483
H -1.856 3.163 -6.547
H -1.221 2.455 -4.228
C -0.443 -0.259 4.062
N -1.190 -1.259 3.337
C -1.181 -1.366 1.978
N -1.950 -2.400 1.509
O -0.537 -0.601 1.223
H 0.060 0.410 3.359
H 0.305 -0.733 4.708
H -1.120 0.328 4.693
H -1.746 -1.921 3.861
H -2.009 -2.563 0.497
H -2.494 -2.982 2.129
```

LUMO (alpha / beta), eV: -15.0055 / -14.3162
Multiplicity: 1
ΔE to the lowest compared entry with this formula, charge and spin, kJ/mol: 494.0
Charge: +4

***

Looking at maximum force for the records above, in order, we have 3.486 1.765 2.470 0.683 2.834 0.998 3.482 6.984 eV/Å.